No. 1
A cluster of 3 separate species, C2H10NO2 in total, computed with ωB97M-V with the def2-TZVPD basis set.

XYZ file:
```
15
Properties=species:S:1:pos:R:3:forces:R:3
C 0.0761 0.3219 -0.8801 -2.383 0.089 0.001
C -0.8952 0.8670 -1.6365 1.392 -0.773 -0.378
N -0.2372 -0.2783 0.5083 2.254 3.155 0.280
H 1.1138 0.3087 -1.2340 -0.483 -0.720 0.534
H -0.6688 0.9139 -2.7156 0.135 0.766 0.709
H -1.8880 1.2157 -1.3757 -0.046 -0.678 0.374
H -1.2089 -0.4874 0.7058 -0.173 -0.357 -0.677
H 0.0150 0.5497 1.2322 0.127 -1.787 -1.194
H 0.3763 -1.1247 0.5734 -0.790 0.307 0.220
H 0.9812 -3.0165 -0.9877 0.468 -0.487 -0.693
H 0.3450 -3.6097 0.2933 0.068 -0.637 0.097
O 0.4964 -2.8123 -0.2028 -0.433 1.044 0.643
H -0.2442 2.6430 1.7979 -0.872 1.214 0.058
H 1.2838 2.4888 2.0771 -0.803 -0.364 -0.186
O 0.4547 2.0202 1.8444 1.539 -0.773 0.211
```
Positions in Å, forces in eV/Å.

charge: +1
gap between HOMO and LUMO: 11.44 eV
energy above the lowest of the compared OMol25 structures with the same formula, charge and spin: 23.4 kcal/mol



No. 2
A structure of composition C33H30N4NdO2S, computed with ωB97M-V with the def2-TZVPD basis set.

XYZ file:
```
71
Properties=species:S:1:pos:R:3:forces:R:3
Nd -0.5428 -0.0912 0.2632 -0.259 0.129 -0.507
C 0.1714 1.2910 3.5369 -0.225 0.001 0.284
N 0.5642 0.5846 2.3362 0.390 -0.113 0.049
C 1.8000 0.1574 2.2867 -0.221 0.160 0.037
C 2.3833 -0.3833 1.1332 0.585 -0.289 -0.089
C 3.6443 -1.0014 1.0143 -0.559 0.263 0.191
C 3.7888 -1.3547 -0.3113 -0.190 -0.021 -0.297
C 2.6208 -0.9338 -0.9590 0.185 -0.143 -0.284
N 1.7625 -0.3492 -0.1149 -0.088 0.025 0.226
C -0.5920 2.5627 3.2459 0.031 -0.093 -0.095
C -1.1050 2.8550 1.9879 0.194 -0.337 -0.086
C -1.8906 3.9818 1.7906 -0.063 -0.028 -0.181
C -2.1492 4.8432 2.8419 -0.006 -0.034 -0.061
C -1.5845 4.5930 4.0821 0.029 0.018 0.097
C -0.8213 3.4592 4.2849 -0.030 -0.079 -0.120
H 1.0495 1.5399 4.1486 -0.142 -0.109 -0.048
H -0.4780 0.6399 4.1447 0.132 0.132 -0.031
H 2.4364 0.2432 3.1704 -0.019 -0.035 -0.032
H 4.3293 -1.1758 1.8200 0.202 0.005 0.178
H 4.6180 -1.8687 -0.7596 0.099 -0.005 -0.104
H 2.3780 -1.0217 -2.0080 0.019 -0.052 0.001
H -0.8648 2.2150 1.1250 -0.192 0.658 0.524
H -2.2865 4.1818 0.8050 -0.042 0.069 -0.058
H -2.7767 5.7091 2.7026 -0.004 0.135 -0.083
H -1.7279 5.2924 4.8906 -0.085 0.041 0.116
H -0.3919 3.2615 5.2555 0.039 -0.008 0.150
C -1.3623 -10.3313 -4.2067 0.190 -0.236 0.124
C -1.5543 -8.9876 -3.5879 -0.161 0.405 -0.043
O -1.0353 -8.5822 -2.5897 0.279 -0.316 0.224
S -2.6684 -7.9512 -4.5388 -0.214 0.277 -0.042
C -2.5182 -6.4684 -3.5657 -0.080 -0.458 -0.334
C -1.8970 -5.3570 -4.1146 -0.092 -0.066 0.069
C -1.6980 -4.2437 -3.3268 -0.034 0.064 0.053
C -2.1002 -4.2451 -1.9886 0.033 -0.132 -0.313
C -2.7652 -5.3546 -1.4647 -0.014 0.053 -0.020
C -2.9756 -6.4661 -2.2565 -0.053 0.147 -0.019
C -1.7681 -3.1177 -1.1917 0.082 0.097 0.167
C -1.4434 -2.1543 -0.5213 0.244 0.102 0.243
H -0.9704 -11.0139 -3.4565 0.020 -0.037 -0.031
H -0.6419 -10.2335 -5.0179 0.042 -0.036 -0.050
H -2.2918 -10.7115 -4.6183 -0.100 -0.037 -0.067
H -1.5617 -5.3758 -5.1408 0.038 -0.018 -0.054
H -1.2139 -3.3652 -3.7281 0.068 0.016 -0.006
H -3.1055 -5.3482 -0.4386 0.074 0.006 0.072
H -3.4772 -7.3365 -1.8602 0.007 -0.037 0.018
C -6.1831 2.0741 0.4572 -0.551 -0.263 0.239
N -4.9619 2.3653 -0.2360 0.302 0.229 -0.311
N -3.8506 1.5674 -0.1142 0.445 0.204 -0.336
C -2.8546 2.0377 -0.9449 -1.207 0.415 0.376
O -1.7283 1.4750 -0.9933 0.701 -0.463 0.005
C -3.3964 3.1783 -1.5754 0.211 -0.215 -0.022
C -4.6863 3.3424 -1.1202 0.251 -0.334 0.182
C -5.6739 4.3945 -1.4522 -0.088 0.009 0.056
C -3.8489 0.2916 0.5126 0.037 -0.524 0.235
C -4.2722 -0.8231 -0.2084 -0.107 0.191 0.250
C -4.2773 -2.0696 0.3973 -0.170 0.199 0.232
C -3.8611 -2.2045 1.7124 -0.091 0.066 -0.074
C -3.4131 -1.1003 2.4266 -0.061 0.100 -0.112
C -3.3928 0.1604 1.8309 -0.266 -0.002 -0.062
H -5.9506 1.5536 1.3855 -0.043 0.068 -0.030
H -6.8492 1.4442 -0.1411 0.101 0.032 0.051
H -6.7044 2.9993 0.6992 0.131 -0.005 -0.034
H -2.8890 3.7887 -2.2901 0.135 0.201 -0.164
H -5.2628 5.0617 -2.2030 -0.020 0.006 -0.042
H -5.9150 4.9795 -0.5659 -0.047 0.081 0.038
H -6.5961 3.9538 -1.8275 -0.055 0.039 -0.066
H -4.6021 -0.7151 -1.2303 0.021 0.073 -0.128
H -4.6153 -2.9307 -0.1560 0.009 -0.090 -0.082
H -3.8927 -3.1758 2.1814 0.050 -0.067 0.069
H -3.1390 -1.2126 3.4652 0.129 0.032 0.055
H -3.1292 1.0472 2.4016 0.074 -0.062 -0.095
```
Positions in Å, forces in eV/Å.

charge: +1
gap between HOMO and LUMO (spin up / spin down): 7.65 / 7.75 eV
spin multiplicity: 4



No. 3
The molecule H3NO3S, computed with ωB97M-V with the def2-TZVPD basis set.

XYZ file:
```
8
Properties=species:S:1:pos:R:3:forces:R:3
N 0.5056 -0.5804 0.9588 0.549 -0.222 0.395
S -0.2338 -0.1869 -0.4674 0.513 -1.053 2.794
O 0.5214 -0.7960 -1.5073 -0.675 -0.539 -0.131
O -1.6477 -0.3826 -0.1854 1.605 0.606 -1.162
O 0.1334 1.3514 -0.5858 -5.793 1.895 -2.431
H 0.0885 -0.4755 1.8928 -0.255 0.179 -1.232
H 1.5252 -0.6192 1.0119 -0.612 0.072 -0.539
H -0.8927 1.6892 -1.1177 4.670 -0.938 2.307
```
Positions in Å, forces in eV/Å.

charge: 0
gap between HOMO and LUMO: 11.06 eV
energy above the lowest of the compared OMol25 structures with the same formula, charge and spin: 26.0 kcal/mol



No. 4
A structure of composition C43H39HoN6O2PSb, computed with ωB97M-V with the def2-TZVPD basis set.

XYZ file:
```
93
Properties=species:S:1:pos:R:3:forces:R:3
Ho -0.2290 0.0438 -0.1197 0.623 0.626 0.287
C -3.3789 -0.6702 1.7144 -0.022 0.078 0.100
C -3.2983 0.8161 1.5758 0.119 0.036 -0.069
C -4.2977 1.5817 2.1759 -0.099 -0.128 0.047
C -4.2808 2.9483 2.0688 -0.064 0.146 0.049
C -3.2420 3.5380 1.3573 -0.021 -0.058 0.026
C -2.2739 2.7374 0.7806 -0.154 -0.312 0.118
N -2.2896 1.3797 0.8809 0.044 0.047 -0.074
Sb -0.8075 3.8777 -0.2651 -0.042 0.128 -0.002
C 0.9581 3.1269 0.6995 0.243 -0.144 0.106
C 1.7326 4.1833 1.1536 0.032 -0.090 0.014
C 2.9167 3.9207 1.8279 0.028 0.086 0.017
C 3.2807 2.6083 2.0097 0.111 -0.076 0.061
C 2.4773 1.5740 1.5320 -0.100 -0.022 -0.107
C 2.9441 0.1609 1.7268 -0.026 0.070 0.009
N 1.3153 1.8296 0.8872 -0.128 0.096 -0.078
C -0.7947 2.7856 -2.1064 0.058 -0.269 -0.222
C -1.0443 3.6127 -3.1860 0.014 -0.062 -0.054
C -0.9879 3.0923 -4.4746 -0.032 0.160 -0.053
C -0.6424 1.7741 -4.6289 -0.017 -0.127 -0.130
C -0.3981 0.9780 -3.5115 0.035 0.085 0.133
C 0.0398 -0.4321 -3.7407 0.046 0.006 -0.083
N -0.5015 1.4658 -2.2600 -0.054 0.066 0.151
H -3.4709 -0.9583 2.7640 -0.019 0.040 -0.004
H -4.2545 -1.0622 1.1950 -0.020 0.037 0.019
H -2.5105 -1.1763 1.3171 0.084 0.016 -0.055
H -5.0842 1.0747 2.7216 0.034 0.017 -0.029
H -5.0544 3.5522 2.5271 0.031 -0.016 -0.014
H -3.1912 4.6149 1.2552 -0.009 -0.025 -0.002
H 1.4158 5.2041 0.9860 0.001 0.011 -0.004
H 3.5388 4.7276 2.1966 -0.034 -0.042 -0.019
H 4.1996 2.3570 2.5224 -0.026 0.009 -0.007
H 3.8367 0.1480 2.3477 -0.003 0.004 -0.001
H 2.1844 -0.4517 2.2040 -0.009 0.015 0.001
H 3.1880 -0.3051 0.7722 -0.004 0.049 0.039
H -1.2741 4.6587 -3.0301 0.002 0.003 -0.008
H -1.1906 3.7174 -5.3357 0.007 -0.012 0.037
H -0.5529 1.3322 -5.6139 -0.012 0.017 0.045
H -0.5710 -0.9052 -4.5051 -0.012 -0.016 -0.060
H 1.0765 -0.4461 -4.0905 -0.040 0.018 0.007
H -0.0138 -1.0555 -2.8576 -0.051 -0.073 0.143
O 1.9971 -3.6017 -0.8624 0.015 -0.079 0.073
C 1.7195 -2.4448 -0.6809 -0.129 0.045 0.230
N 0.8906 -1.8894 0.2913 -0.209 -0.264 -0.172
C 0.4158 -2.6887 1.3215 0.145 0.104 -0.174
O 0.3643 -3.8907 1.3845 0.085 -0.100 -0.031
C -0.0604 -1.8620 2.5008 0.017 0.113 -0.037
C -0.2187 -2.4646 3.7310 -0.026 -0.051 0.161
C -0.5679 -1.6715 4.8144 0.003 -0.056 0.062
C -0.7537 -0.3102 4.6235 -0.030 0.036 0.058
C -0.6081 0.2087 3.3509 0.000 -0.056 -0.035
N -0.2675 -0.5502 2.3065 -0.018 -0.006 -0.335
C 2.3741 -1.3792 -1.5318 -0.033 0.084 0.059
C 3.4116 -1.7247 -2.3740 0.113 -0.032 -0.078
C 4.0531 -0.7176 -3.0775 0.065 -0.025 -0.027
C 3.6283 0.5937 -2.9147 0.031 0.049 -0.051
C 2.5592 0.8472 -2.0763 0.016 -0.056 0.060
N 1.9394 -0.1198 -1.3940 -0.256 -0.020 0.058
H -0.0446 -3.5288 3.8151 -0.017 0.022 0.014
H -0.6819 -2.1076 5.7989 0.002 0.012 -0.029
H -1.0116 0.3453 5.4441 0.008 -0.029 0.000
H -0.7670 1.2617 3.1537 0.011 0.019 -0.002
H 3.6997 -2.7651 -2.4428 -0.003 0.034 -0.007
H 4.8819 -0.9498 -3.7348 -0.032 0.015 0.017
H 4.1112 1.4117 -3.4320 0.001 -0.029 0.006
H 2.1845 1.8542 -1.9393 -0.005 0.017 0.006
C -3.4746 -0.6546 -2.0742 -0.093 0.022 -0.075
P -2.3058 -1.8422 -1.3340 -0.236 -0.262 0.098
C -1.7849 -2.9319 -2.6938 0.002 -0.036 0.080
C -2.3088 -2.8589 -3.9799 0.017 0.017 -0.103
C -1.8881 -3.7568 -4.9537 0.009 0.014 0.051
C -0.9461 -4.7291 -4.6425 -0.026 0.001 0.006
C -0.4326 -4.8142 -3.3540 -0.010 0.013 -0.004
C -0.8573 -3.9238 -2.3783 0.083 -0.026 -0.028
C -3.3857 -3.0107 -0.4122 -0.121 0.039 -0.195
C -4.6447 -3.3281 -0.9236 -0.037 -0.012 0.016
C -5.4412 -4.2749 -0.2951 0.018 0.004 -0.004
C -4.9828 -4.9333 0.8388 -0.029 0.024 -0.015
C -3.7246 -4.6393 1.3414 0.008 0.039 -0.042
C -2.9372 -3.6782 0.7218 0.062 -0.096 -0.016
H -4.2636 -1.1417 -2.6438 -0.010 0.062 -0.010
H -2.9455 0.0370 -2.7322 0.015 -0.031 -0.001
H -3.9314 -0.0722 -1.2723 -0.014 -0.004 -0.004
H -3.0399 -2.1027 -4.2412 -0.001 -0.023 0.005
H -2.3018 -3.6994 -5.9528 0.011 -0.007 0.028
H -0.6249 -5.4315 -5.4011 0.004 0.028 0.018
H 0.2946 -5.5766 -3.1028 -0.039 0.031 0.000
H -0.4636 -4.0205 -1.3706 -0.008 0.016 -0.027
H -5.0135 -2.8606 -1.8290 0.008 -0.028 0.062
H -6.4151 -4.5113 -0.7036 0.013 0.008 0.006
H -5.6002 -5.6812 1.3197 0.014 0.021 -0.019
H -3.3464 -5.1652 2.2087 -0.002 0.025 -0.012
H -1.9546 -3.4875 1.1230 0.095 0.018 0.023
```
Positions in Å, forces in eV/Å.

charge: +2
gap between HOMO and LUMO (spin up / spin down): 7.98 / 8.02 eV
spin multiplicity: 5



| no. | F_max (eV Å⁻¹) |
| --- | --- |
| 1 | 3.89 |
| 2 | 1.33 |
| 3 | 6.56 |
| 4 | 0.93 |